Record 1
{
  "formula": "C4H6O2",
  "method": "wB97M-V/def2-TZVPD",
  "symbols": ["O", "C", "C", "C", "C", "O", "H", "H", "H", "H", "H", "H"],
  "coordinates": [[2.3972, -0.6787, -0.0171], [1.6320, 0.0519, 0.5513], [0.2323, 0.3425, 0.0416], [-0.3691, -0.7540, -0.8410], [-1.8416, 0.7948, 1.1372], [-0.5656, 0.5825, 1.2358], [1.9023, 0.5978, 1.4793], [0.2735, 1.3120, -0.4635], [0.3072, -1.6071, -0.9054], [-0.5638, -0.4022, -1.8583], [-1.3103, -1.1028, -0.4050], [-2.0940, 0.8633, 0.0451]],
  "spin_multiplicity": 1,
  "charge": 0,
  "de_lowest_ev": 4.1650,
  "orbital_gap_ev": 9.05
}

Record 2
{
  "formula": "C4H6O2",
  "method": "wB97M-V/def2-TZVPD",
  "symbols": ["C", "C", "C", "O", "C", "O", "H", "H", "H", "H", "H", "H"],
  "coordinates": [[-0.9055, 0.3348, 0.9570], [0.4981, -0.1837, 0.4062], [0.4065, -1.0578, -0.8442], [-0.0108, 0.1262, -1.5922], [0.5564, 0.9203, -0.6005], [0.7777, 2.0888, -0.5850], [-1.6218, -0.4782, 1.0028], [-0.7623, 0.8214, 1.9227], [-1.3949, 1.1141, 0.3339], [1.3103, -0.4231, 1.1128], [-0.2542, -1.9284, -0.8919], [1.4006, -1.3343, -1.2215]],
  "spin_multiplicity": 1,
  "charge": 0,
  "de_lowest_ev": 1.5596,
  "orbital_gap_ev": 11.24
}

Record 3
{
  "formula": "C4H6O2",
  "method": "wB97M-V/def2-TZVPD",
  "symbols": ["C", "C", "O", "C", "C", "O", "H", "H", "H", "H", "H", "H"],
  "coordinates": [[1.4174, 0.2339, -0.7602], [0.4033, 0.6917, 0.2549], [0.1976, 1.8509, 0.5346], [-0.4746, -0.4161, 0.8365], [-1.6252, -0.4606, -0.1491], [-1.6694, -1.2332, -1.0752], [0.9827, -0.5479, -1.3933], [2.2771, -0.2047, -0.2405], [1.7494, 1.0783, -1.3657], [0.0319, -1.3850, 0.8416], [-0.8057, -0.1277, 1.8375], [-2.3795, 0.3416, -0.0248]],
  "spin_multiplicity": 1,
  "charge": 0,
  "de_lowest_ev": 0.7761,
  "orbital_gap_ev": 10.44
}

Record 4
{
  "formula": "C4H6O2",
  "method": "wB97M-V/def2-TZVPD",
  "symbols": ["C", "C", "O", "C", "C", "O", "H", "H", "H", "H", "H", "H"],
  "coordinates": [[-1.3270, 0.5579, 0.2193], [-0.3528, -0.5296, -0.1764], [-0.1560, -0.6112, -1.5797], [1.0589, -0.6168, -0.8918], [1.3000, 0.3331, 0.1912], [1.5126, -0.1744, 1.3044], [-1.1609, 0.8192, 1.2659], [-1.2798, 1.4525, -0.4098], [-2.3360, 0.1347, 0.1262], [0.0410, -1.1562, 0.7394], [1.4856, -1.6200, -0.8092], [1.2145, 1.4109, 0.0204]],
  "spin_multiplicity": 1,
  "charge": 0,
  "de_lowest_ev": 5.2447,
  "orbital_gap_ev": 10.13
}

Record 5
{
  "formula": "C4H6O2",
  "method": "wB97M-V/def2-TZVPD",
  "symbols": ["O", "C", "C", "C", "C", "O", "H", "H", "H", "H", "H", "H"],
  "coordinates": [[1.8324, 1.1707, 0.8850], [1.8467, 0.1462, 0.2452], [0.6717, -0.3162, -0.5932], [-0.5775, -0.3871, 0.2607], [-1.6869, 0.5531, 0.1235], [-1.7704, -0.7681, -0.3988], [2.7311, -0.5243, 0.2731], [0.8818, -1.2987, -1.0302], [0.5243, 0.3925, -1.4182], [-0.4348, -0.8578, 1.2360], [-2.3255, 0.7591, 0.9815], [-1.6363, 1.3447, -0.6236]],
  "spin_multiplicity": 1,
  "charge": 0,
  "de_lowest_ev": 2.0391,
  "orbital_gap_ev": 10.98
}

Record 6
{
  "formula": "C4H6O2",
  "method": "wB97M-V/def2-TZVPD",
  "symbols": ["O", "C", "C", "C", "O", "C", "H", "H", "H", "H", "H", "H"],
  "coordinates": [[-1.8632, -0.2637, -0.8441], [-0.7057, -0.0834, -1.4496], [0.3860, -0.3442, -0.4487], [0.8960, 1.0008, 0.1326], [0.5258, 0.6207, 1.4586], [0.0890, -0.6768, 1.0242], [-2.5665, -0.0513, -1.4766], [1.1711, -0.9345, -0.9303], [1.9744, 1.1704, 0.0293], [0.3555, 1.8935, -0.2094], [-0.9652, -0.8540, 1.2601], [0.7028, -1.4774, 1.4538]],
  "spin_multiplicity": 1,
  "charge": 0,
  "de_lowest_ev": 4.0954,
  "orbital_gap_ev": 9.53
}

Record 7
{
  "formula": "C4H6O2",
  "method": "wB97M-V/def2-TZVPD",
  "symbols": ["O", "C", "C", "C", "C", "O", "H", "H", "H", "H", "H", "H"],
  "coordinates": [[-1.4879, -1.4589, -1.7057], [-0.9081, -0.4925, -1.3554], [-0.2187, 0.2245, -0.4590], [0.0189, -0.2951, 0.9163], [1.2709, -0.0154, 1.6230], [0.0833, 0.6800, 1.9602], [-0.7101, 0.5734, -2.7177], [-1.3842, 0.9566, -2.2283], [0.1920, 1.1916, -0.6976], [-0.5229, -1.2018, 1.1770], [1.6211, -0.7358, 2.3605], [2.0457, 0.5734, 1.1266]],
  "spin_multiplicity": 1,
  "charge": 0,
  "de_lowest_ev": 4.7007,
  "orbital_gap_ev": 9.46
}

Record 8
{
  "formula": "C4H6O2",
  "method": "wB97M-V/def2-TZVPD",
  "symbols": ["O", "C", "C", "C", "C", "O", "H", "H", "H", "H", "H", "H"],
  "coordinates": [[-0.2801, -1.8671, 1.0025], [-0.3447, -1.6975, -0.1910], [-0.3533, -0.3432, -0.8602], [-0.3632, 0.8035, 0.1197], [0.8291, 1.1247, 0.8962], [0.4462, 1.9212, -0.2186], [-0.3906, -2.5646, -0.8843], [-1.2086, -0.3003, -1.5488], [0.5433, -0.2677, -1.4916], [-1.3338, 1.0640, 0.5432], [0.7255, 1.6020, 1.8693], [1.7302, 0.5250, 0.7636]],
  "spin_multiplicity": 1,
  "charge": 0,
  "de_lowest_ev": 1.9552,
  "orbital_gap_ev": 11.04
}